Here is one molecule with the formula C19H23F2N3O4 from the OMol25 dataset. Energies are from wB97M-V/def2-TZVPD.

```
51
Properties=species:S:1:pos:R:3:mulliken_charge:R:1
C -3.32 2.06 -1.42 -0.997
N -2.04 2.71 -1.33 0.207
C -0.86 2.10 -1.52 0.350
O 0.22 2.68 -1.45 -0.729
C -0.86 0.65 -1.86 0.821
N -1.90 -0.12 -2.07 -0.539
O -1.45 -1.36 -2.35 -0.261
C -0.11 -1.36 -2.32 -0.005
C 0.34 -0.11 -2.01 -0.057
H 1.34 0.25 -1.91 0.535
C 0.60 -2.65 -2.59 -0.817
O 1.90 -2.67 -2.05 -0.439
C 2.10 -2.61 -0.70 -0.031
C 1.14 -2.66 0.31 1.100
C 1.49 -2.60 1.65 -0.521
C 2.82 -2.50 1.99 0.555
C 3.81 -2.46 1.02 -0.729
C 3.44 -2.51 -0.31 -0.569
H 4.18 -2.48 -1.09 0.428
H 4.84 -2.39 1.31 0.451
F 3.17 -2.45 3.29 -0.352
H 0.71 -2.61 2.40 0.339
F -0.18 -2.76 0.03 -0.398
H 0.75 -2.77 -3.67 0.432
H -0.01 -3.48 -2.23 0.340
C -2.04 4.10 -0.93 -1.040
H -2.75 4.65 -1.56 0.443
C -2.41 4.30 0.54 -0.587
C -1.29 3.85 1.49 -1.110
N -1.04 2.42 1.42 0.830
C 0.32 2.09 1.80 -1.408
C 0.55 0.59 1.64 0.582
O -0.37 -0.17 2.38 -0.474
C -1.69 0.16 2.01 -0.424
C -1.97 1.64 2.22 -0.852
H -2.99 1.86 1.91 0.382
H -1.87 1.88 3.30 0.353
H -2.34 -0.46 2.63 0.475
H -1.85 -0.10 0.95 -0.008
H 1.54 0.31 2.00 0.457
H 0.47 0.33 0.57 -0.601
H 1.00 2.62 1.14 0.521
H 0.53 2.37 2.85 0.384
H -0.37 4.36 1.19 0.460
H -1.53 4.16 2.52 0.374
H -3.33 3.77 0.77 0.319
H -2.58 5.36 0.71 0.429
H -1.03 4.49 -1.11 0.388
H -4.10 2.80 -1.27 0.374
H -3.45 1.60 -2.40 0.389
H -3.42 1.28 -0.67 0.236
```

HOMO, eV: -8.48
LUMO level, hartree: 0.029
E_tot, Ha: -1402.70303
SMILES: CN(CCCN1CCOCC1)C(=O)c1cc(COc2ccc(F)cc2F)on1
HOMO-LUMO gap, eV: 9.3



Here is C4H12N2O2 as an isolated structure from the OMol25 dataset. Energies are from wB97M-V/def2-TZVPD.

```
20
Properties=species:S:1:pos:R:3:mulliken_charge:R:1
C 0.82 -0.38 0.30 0.579
C -1.62 0.04 -0.94 -1.007
C -1.61 -0.30 1.50 -0.982
C 1.32 -0.93 -1.01 -1.341
N 0.65 0.98 0.61 -0.148
N -0.86 -0.14 0.27 0.129
O 0.74 1.77 -0.52 -0.333
O 2.66 0.40 0.93 -0.815
H 0.39 2.62 -0.21 0.386
H 3.10 0.92 0.24 0.231
H 0.95 -0.99 1.17 0.330
H -2.38 0.83 -0.82 0.342
H -0.96 0.32 -1.77 0.315
H -2.13 -0.89 -1.21 0.329
H -2.14 -1.26 1.49 0.329
H -0.93 -0.28 2.35 0.321
H -2.34 0.51 1.63 0.300
H 0.61 -1.66 -1.42 0.325
H 1.46 -0.15 -1.76 0.328
H 2.29 -1.39 -0.84 0.383
```

HOMO (alpha / beta), eV: -7.83 / -7.83
LUMO level (alpha / beta), hartree: 0.019 / 0.019
E_tot, Ha: -419.36027
HOMO-LUMO gap (alpha / beta), eV: 8.3 / 8.3



Here is C48H44BrClN8NaO4 as an isolated structure from the OMol25 dataset. Energies are from wB97M-V/def2-TZVPD.

```
107
Properties=species:S:1:pos:R:3:mulliken_charge:R:1
Na -2.61 -1.53 0.70 0.700
Br -3.25 3.13 5.88 -0.259
C -3.66 1.71 4.67 -0.146
C -4.86 1.74 3.94 -0.270
C -5.14 0.76 3.03 -0.789
C -4.24 -0.32 2.74 0.599
O -4.47 -1.12 1.79 -0.927
C -3.05 -0.36 3.58 0.499
C -2.03 -1.39 3.48 -0.117
N -2.16 -2.47 2.80 -0.413
C -1.12 -3.39 2.71 0.428
C -0.17 -3.61 3.68 -0.304
C 0.86 -4.56 3.50 -0.870
C 0.92 -5.31 2.36 -0.988
C -0.06 -5.15 1.35 1.438
C -0.03 -5.90 0.16 -0.735
C -1.00 -5.71 -0.78 -0.764
C -2.00 -4.75 -0.51 -0.437
N -2.06 -4.02 0.58 -0.279
C -1.09 -4.20 1.52 0.253
C -2.78 0.68 4.49 -0.570
H -5.56 2.56 4.10 0.366
H -6.05 0.80 2.44 0.395
H -1.10 -1.16 4.02 0.009
H -0.21 -3.04 4.59 0.480
H 1.60 -4.68 4.28 0.383
H 1.71 -6.04 2.22 0.367
H 0.76 -6.63 0.01 0.382
H -1.02 -6.26 -1.71 0.409
H -2.79 -4.58 -1.24 0.580
H -1.85 0.65 5.04 0.428
C 5.19 6.27 7.91 -0.828
O 5.92 5.22 7.32 -0.449
C 5.24 4.40 6.46 0.874
C 3.89 4.52 6.18 -0.488
C 3.28 3.63 5.29 -0.430
C 4.02 2.62 4.69 -0.210
C 5.38 2.51 4.99 -0.242
C 5.99 3.39 5.86 -0.647
N 3.48 1.65 3.80 -0.672
N 2.34 1.93 3.40 0.447
C 1.73 1.03 2.53 -0.093
C 2.29 -0.18 2.13 -0.592
C 1.63 -1.07 1.32 -1.098
C 0.31 -0.83 0.85 -0.294
O -0.33 -1.66 0.15 -0.406
C -0.29 0.45 1.27 0.944
N -1.56 0.68 0.86 0.263
C -2.15 1.80 1.19 -0.849
C -1.51 2.80 1.96 -0.932
C -0.24 2.57 2.40 -0.533
C 0.42 1.37 2.07 1.029
H 5.89 6.82 8.54 0.229
H 4.38 5.89 8.54 0.329
H 4.77 6.94 7.16 0.334
H 3.29 5.29 6.63 0.346
H 2.23 3.71 5.08 0.381
H 5.94 1.71 4.52 0.399
H 7.04 3.31 6.10 0.386
H 3.28 -0.42 2.50 0.421
H 2.09 -2.01 1.04 0.440
H -3.18 1.93 0.87 0.428
H -2.05 3.70 2.21 0.447
H 0.27 3.30 3.02 0.458
C 0.96 -2.89 -5.98 -1.787
C 0.17 -1.68 -6.51 1.846
C 1.17 -0.71 -7.13 -1.843
C -0.77 -2.19 -7.62 -1.832
C -0.63 -1.00 -5.36 2.279
O 0.32 -0.80 -4.32 -0.593
C -1.35 0.31 -5.74 -1.374
C -0.57 1.63 -5.72 -1.044
C -0.01 2.01 -4.36 0.344
C 1.31 2.42 -4.26 -0.593
C 1.87 2.77 -3.03 -0.906
C 1.09 2.69 -1.89 0.486
Cl 1.78 3.12 -0.36 -0.188
C -0.23 2.26 -1.96 -0.377
C -0.77 1.94 -3.20 -0.047
C -1.69 -1.99 -4.82 -1.931
N -2.43 -1.48 -3.67 1.437
C -2.12 -1.56 -2.37 -0.676
N -3.09 -1.01 -1.65 -0.117
C -3.98 -0.62 -2.58 -0.618
N -3.63 -0.87 -3.83 -1.036
H 1.60 -3.27 -6.78 0.481
H 0.31 -3.71 -5.67 0.363
H 1.59 -2.61 -5.14 0.328
H 1.86 -1.26 -7.77 0.531
H 1.75 -0.19 -6.36 0.270
H 0.67 0.03 -7.76 0.266
H -0.17 -2.54 -8.46 0.477
H -1.43 -1.40 -8.00 0.297
H -1.38 -3.03 -7.29 0.397
H -0.03 -0.20 -3.65 -0.030
H -2.18 0.44 -5.04 0.452
H -1.85 0.18 -6.70 0.344
H -1.27 2.41 -6.04 0.429
H 0.24 1.65 -6.44 0.298
H 1.93 2.46 -5.15 0.324
H 2.90 3.08 -2.96 0.431
H -0.82 2.18 -1.05 0.378
H -1.81 1.62 -3.24 0.300
H -1.20 -2.91 -4.50 0.571
H -2.44 -2.24 -5.57 0.195
H -1.22 -2.00 -1.97 0.709
H -4.92 -0.13 -2.35 0.516
```

HOMO, eV: -4.10
LUMO level, hartree: 0.070
Total charge: -1
E_tot, Ha: -5791.20447
HOMO-LUMO gap, eV: 6.0



Here is a 3-piece molecular cluster, C5H12N2O overall from the OMol25 dataset. Energies are from wB97M-V/def2-TZVPD.

```
20
Properties=species:S:1:pos:R:3:mulliken_charge:R:1
O -1.37 1.92 0.39 -0.463
C -0.29 1.78 0.84 -0.177
C 0.08 0.65 1.66 -0.404
C 0.00 1.30 -2.23 -0.373
C 0.77 0.36 -1.64 -0.711
C -0.98 -1.50 0.18 -0.059
N 0.26 -2.08 0.02 -0.610
N 1.22 -0.10 1.47 -0.365
H 0.49 2.45 0.43 0.499
H -0.76 0.12 2.12 0.444
H -0.09 1.54 -3.29 0.273
H -0.52 1.88 -1.48 0.149
H 0.70 -0.66 -2.04 0.283
H 1.53 0.46 -0.89 0.416
H -1.71 -2.10 0.75 0.342
H -0.87 -0.47 0.61 -0.220
H -1.47 -1.37 -0.81 0.254
H 0.25 -3.04 0.35 0.211
H 1.84 -0.06 2.28 0.302
H 0.93 -1.10 1.27 0.210
```

HOMO, eV: -8.09
LUMO level, hartree: -0.075
E_tot, Ha: -382.15585
HOMO-LUMO gap, eV: 6.0



Here is a 2-piece molecular cluster, C4H13NO overall from the OMol25 dataset. Energies are from wB97M-V/def2-TZVPD.

```
19
Properties=species:S:1:pos:R:3:mulliken_charge:R:1
C 0.32 -1.19 2.35 -0.691
N 1.43 -0.58 1.61 0.052
C 1.37 -1.23 -0.82 -1.143
C 1.16 -0.13 0.24 0.275
C -0.17 0.64 0.11 -1.348
H -0.16 -1.92 1.70 0.326
H 0.77 -1.66 3.22 0.365
H -0.37 -0.41 2.69 0.305
H 2.36 -0.98 1.69 0.355
H 1.15 -0.86 -1.82 0.369
H 2.34 -1.71 -0.78 0.393
H 0.64 -2.01 -0.59 0.332
H 1.91 0.66 0.12 0.233
H -0.19 0.80 -0.96 0.440
H -1.05 0.02 0.30 0.374
H -0.15 1.54 0.72 0.364
H -2.98 3.02 -2.76 0.320
H -3.82 1.71 -2.30 0.316
O -3.33 2.16 -2.98 -0.637
```

HOMO (alpha / beta), eV: -13.81 / -13.81
LUMO level (alpha / beta), hartree: -0.117 / -0.290
Total charge: +1
E_tot, Ha: -289.86531
⟨S²⟩: 0.754
Multiplicity: 2
HOMO-LUMO gap (alpha / beta), eV: 10.6 / 5.9



Here is an isolated ion of composition C6H7N2O5S2 and charge -1 from the OMol25 dataset. Energies are from wB97M-V/def2-TZVPD.

```
22
Properties=species:S:1:pos:R:3:mulliken_charge:R:1
C -1.43 0.79 -2.01 -0.030
C -0.74 0.19 -0.98 0.086
C -1.04 -0.84 -0.24 0.903
C 0.54 0.89 -0.43 0.265
C -2.21 -1.69 -0.18 -1.376
C 2.31 0.58 -2.02 -0.668
N -2.01 1.05 -2.97 -0.593
N 1.22 -0.03 0.40 -0.409
O -0.21 0.65 4.53 -0.646
O -0.76 -0.24 2.23 -0.329
O 1.36 -0.64 3.26 -0.641
O 1.41 1.47 -1.38 -0.401
O 0.75 1.65 2.49 -0.604
S 0.27 -1.01 1.13 0.193
S 0.38 0.42 3.25 1.094
H 0.19 1.74 0.12 0.381
H -3.07 -1.51 -0.93 0.332
H -2.75 -1.87 0.74 0.338
H -1.95 -2.75 -0.37 0.322
H 1.74 -0.06 -2.71 0.260
H 2.98 -0.01 -1.31 0.274
H 3.01 1.23 -2.61 0.251
```

HOMO, eV: -5.87
LUMO level, hartree: 0.107
Total charge: -1
E_tot, Ha: -1514.89757
HOMO-LUMO gap, eV: 8.8



Here is C25H14Cl4N5O4RuS as an isolated structure from the OMol25 dataset. Energies are from wB97M-V/def2-TZVPD.

```
54
Properties=species:S:1:pos:R:3:mulliken_charge:R:1
Ru -1.58 0.71 -0.53 0.013
O 2.55 2.91 0.70 -0.721
C 2.67 2.45 1.96 0.284
C 3.81 2.80 2.69 -0.661
C 3.97 2.36 4.00 -0.329
C 2.99 1.57 4.59 -0.699
C 1.86 1.22 3.86 -0.452
C 1.68 1.64 2.55 0.331
C 0.47 1.25 1.77 1.013
O 0.50 1.45 0.49 -0.546
N -0.53 0.74 2.42 -1.240
N -1.59 0.45 1.61 1.165
C -2.64 -0.11 2.20 -0.777
C -3.76 -0.47 1.44 0.619
C -4.94 -1.06 1.98 -1.067
C -5.99 -1.34 1.15 -0.063
C -5.90 -1.05 -0.23 -0.937
C -4.72 -0.48 -0.68 -0.262
N -3.69 -0.20 0.10 0.300
H 1.72 2.46 0.35 0.304
H 4.55 3.42 2.21 0.410
H 4.86 2.64 4.55 0.353
H 3.12 1.21 5.61 0.359
H 1.09 0.59 4.29 0.442
H -2.60 -0.28 3.27 0.278
H -4.98 -1.27 3.04 0.341
H -6.88 -1.80 1.56 0.363
H -6.71 -1.26 -0.91 0.364
H -4.59 -0.23 -1.73 0.459
Cl -0.77 -2.89 -6.30 -0.255
C -0.81 -2.45 -4.62 0.329
C -0.41 -3.34 -3.65 0.181
Cl 0.14 -4.93 -4.09 -0.258
C -0.45 -2.97 -2.30 0.356
Cl 0.07 -4.06 -1.05 -0.234
C -0.90 -1.70 -1.90 -0.043
O -0.94 -1.30 -0.67 -0.589
C -1.30 -0.78 -2.92 0.355
O -1.70 0.41 -2.53 -0.911
C -1.25 -1.17 -4.25 0.274
Cl -1.74 -0.01 -5.45 -0.236
S -2.32 2.71 -0.64 -0.583
N 4.69 -1.96 1.15 -0.622
C 4.11 -1.29 0.41 -0.015
C 3.43 -0.45 -0.54 0.017
C 4.10 0.64 -1.10 -0.185
C 3.44 1.41 -2.02 -0.738
C 2.13 1.08 -2.35 -0.285
N 1.48 0.05 -1.81 0.132
C 2.12 -0.70 -0.92 -0.150
H 5.11 0.87 -0.79 0.457
H 3.91 2.28 -2.47 0.387
H 1.56 1.67 -3.05 0.386
H 1.54 -1.51 -0.47 0.585
```

HOMO (alpha / beta), eV: -0.05 / -2.11
LUMO level (alpha / beta), hartree: 0.158 / 0.158
Total charge: -2
E_tot, Ha: -3869.74432
⟨S²⟩: 8.804
Multiplicity: 6
HOMO-LUMO gap (alpha / beta), eV: 4.4 / 6.4